Record 1
DFT (ωB97M-V with the def2-TZVPD basis set) results for a 13-piece molecular cluster, C46H125N7O13 overall in a non-equilibrium geometry.

Cartesian coordinates (Å):
C: 13.005 -23.891 1.981
C: 13.028 -22.456 2.376
C: 11.982 -21.654 1.514
O: 12.019 -20.209 1.644
C: 11.114 -19.416 0.852
N: 12.615 -22.458 3.761
H: 13.682 -24.475 2.605
H: 13.214 -23.937 0.912
H: 12.059 -24.358 2.254
H: 14.058 -22.138 2.218
H: 10.931 -21.840 1.737
H: 12.268 -21.921 0.497
H: 11.194 -18.407 1.256
H: 10.089 -19.786 0.871
H: 11.384 -19.505 -0.201
H: 12.734 -21.480 3.988
H: 11.642 -22.728 3.739
C: 7.527 -21.949 3.456
C: 7.821 -21.838 4.936
C: 7.053 -22.842 5.758
O: 5.579 -22.750 5.454
C: 4.786 -21.729 6.113
N: 9.257 -21.896 5.083
H: 7.985 -21.076 2.991
H: 6.465 -21.844 3.232
H: 7.887 -22.844 2.949
H: 7.489 -20.888 5.354
H: 7.233 -22.759 6.830
H: 7.502 -23.815 5.561
H: 5.024 -21.627 7.172
H: 3.760 -22.090 6.040
H: 4.951 -20.724 5.725
H: 9.539 -21.729 6.038
H: 9.679 -22.794 4.898
C: 14.456 -18.155 10.981
C: 14.638 -19.029 12.206
C: 13.431 -19.848 12.705
O: 12.386 -18.900 12.924
C: 11.194 -19.120 12.161
N: 15.754 -19.900 11.938
H: 15.384 -17.587 10.912
H: 13.617 -17.459 10.992
H: 14.200 -18.785 10.129
H: 14.905 -18.399 13.055
H: 13.553 -20.356 13.661
H: 13.259 -20.647 11.984
H: 11.443 -19.155 11.101
H: 10.527 -18.265 12.266
H: 10.655 -20.003 12.506
H: 15.975 -20.364 12.808
H: 16.585 -19.358 11.753
C: 12.190 -25.640 7.980
C: 12.049 -25.202 6.479
C: 10.579 -24.770 6.062
O: 10.271 -24.373 4.718
C: 10.302 -25.500 3.819
N: 12.897 -24.070 6.334
H: 11.841 -24.797 8.577
H: 13.186 -26.058 8.122
H: 11.483 -26.433 8.223
H: 12.419 -26.013 5.851
H: 10.264 -23.942 6.697
H: 9.934 -25.638 6.198
H: 11.316 -25.898 3.801
H: 9.958 -25.273 2.810
H: 9.701 -26.313 4.226
H: 12.531 -23.310 6.890
H: 12.804 -23.703 5.397
C: 22.794 -20.999 4.872
C: 21.272 -21.276 4.644
C: 20.412 -20.779 5.862
O: 19.010 -20.981 5.666
C: 18.221 -20.794 6.808
N: 20.897 -20.504 3.421
H: 23.076 -19.965 4.675
H: 23.337 -21.683 4.221
H: 23.162 -21.136 5.889
H: 21.121 -22.344 4.486
H: 20.697 -19.758 6.114
H: 20.778 -21.304 6.744
H: 18.094 -21.662 7.454
H: 17.232 -20.488 6.466
H: 18.569 -19.941 7.391
H: 19.891 -20.409 3.439
H: 21.261 -19.567 3.524
C: 11.656 -17.106 3.998
C: 10.662 -18.140 4.421
C: 9.242 -17.962 3.709
O: 8.510 -16.864 4.228
C: 7.335 -16.530 3.433
N: 11.201 -19.430 4.143
H: 12.636 -17.133 4.475
H: 11.305 -16.113 4.281
H: 11.803 -16.994 2.923
H: 10.577 -18.172 5.507
H: 8.640 -18.848 3.912
H: 9.342 -17.821 2.632
H: 7.592 -16.148 2.445
H: 6.831 -15.742 3.992
H: 6.574 -17.310 3.456
H: 10.485 -20.121 4.311
H: 11.278 -19.590 3.148
C: 16.186 -23.541 5.144
C: 17.363 -24.095 4.356
C: 16.969 -24.814 3.077
O: 16.391 -26.056 3.492
C: 15.875 -26.701 2.394
N: 18.144 -22.904 4.004
H: 15.643 -22.780 4.582
H: 16.469 -23.004 6.050
H: 15.472 -24.305 5.451
H: 17.931 -24.784 4.980
H: 17.777 -25.010 2.372
H: 16.229 -24.171 2.601
H: 16.680 -27.153 1.815
H: 15.339 -25.969 1.790
H: 15.237 -27.541 2.670
H: 17.451 -22.263 3.646
H: 18.494 -22.416 4.817
C: 9.723 -23.798 13.573
C: 10.408 -24.546 12.505
C: 11.340 -23.695 11.611
O: 11.230 -25.655 13.102
H: 10.380 -23.039 13.997
H: 9.448 -24.380 14.453
H: 8.834 -23.343 13.138
H: 9.590 -25.009 11.952
H: 11.999 -24.261 10.953
H: 11.952 -23.050 12.240
H: 10.840 -22.975 10.963
H: 11.771 -25.310 13.815
C: 17.444 -22.458 10.376
C: 16.103 -22.354 9.629
C: 15.000 -23.081 10.461
O: 15.674 -21.039 9.478
H: 17.698 -23.491 10.617
H: 17.430 -21.877 11.298
H: 18.308 -22.156 9.784
H: 16.042 -22.850 8.661
H: 15.149 -24.155 10.574
H: 14.049 -22.946 9.945
H: 14.890 -22.591 11.429
H: 15.642 -20.601 10.332
C: 17.108 -17.199 5.773
C: 15.904 -16.595 6.552
C: 15.903 -17.119 7.966
O: 16.037 -15.210 6.501
H: 18.071 -17.036 6.257
H: 17.151 -16.755 4.779
H: 16.960 -18.278 5.750
H: 14.952 -16.823 6.072
H: 15.878 -18.203 8.072
H: 15.051 -16.706 8.506
H: 16.772 -16.903 8.589
H: 16.793 -14.902 7.006
C: 8.856 -19.348 7.957
C: 8.003 -19.077 9.176
C: 8.301 -20.150 10.282
O: 8.456 -17.902 9.775
H: 8.800 -20.396 7.659
H: 9.872 -19.005 8.148
H: 8.621 -18.742 7.082
H: 6.937 -19.001 8.959
H: 7.799 -21.043 9.911
H: 7.880 -19.968 11.270
H: 9.377 -20.270 10.413
H: 7.770 -17.666 10.404
C: 12.407 -21.081 8.881
C: 12.416 -20.242 7.624
C: 13.776 -20.269 6.892
O: 11.561 -20.913 6.747
H: 13.003 -20.680 9.701
H: 12.739 -22.060 8.535
H: 11.395 -21.154 9.276
H: 12.044 -19.223 7.734
H: 13.780 -19.837 5.891
H: 14.096 -21.282 6.648
H: 14.551 -19.840 7.526
H: 11.581 -20.358 5.963
C: 17.549 -19.322 2.949
C: 16.186 -19.781 2.537
C: 15.095 -19.315 3.445
O: 15.922 -19.158 1.320
H: 17.598 -18.240 3.072
H: 18.300 -19.629 2.221
H: 17.863 -19.755 3.899
H: 16.211 -20.866 2.436
H: 15.149 -18.251 3.679
H: 15.092 -19.909 4.359
H: 14.114 -19.485 3.003
H: 15.942 -18.199 1.351

energy	-86770.54194	eV
2S+1	1
frontier orbital gap	8.85	eV
lowest unoccupied orbital energy	0.479	eV

Record 2
DFT (ωB97M-V with the def2-TZVPD basis set) results for a 12-piece molecular cluster, C46H127N11O12 overall in a non-equilibrium geometry.

Cartesian coordinates (Å):
C: -14.572 -25.799 7.674
O: -15.416 -24.980 6.886
C: -16.656 -24.750 7.556
C: -16.668 -23.430 8.363
C: -18.095 -23.217 8.604
N: -16.019 -22.328 7.540
H: -14.699 -25.579 8.725
H: -13.480 -25.506 7.473
H: -14.785 -26.851 7.368
H: -17.331 -24.540 6.766
H: -17.016 -25.660 8.164
H: -16.191 -23.454 9.386
H: -18.601 -22.856 7.733
H: -18.324 -22.669 9.485
H: -18.588 -24.200 8.684
H: -16.755 -21.802 7.128
H: -15.569 -22.766 6.716
C: -11.126 -27.090 8.846
O: -10.234 -27.268 7.760
C: -10.852 -27.113 6.516
C: -10.056 -27.767 5.413
C: -9.748 -29.247 5.807
N: -8.886 -26.909 5.225
H: -11.307 -26.028 8.990
H: -10.613 -27.476 9.757
H: -12.112 -27.573 8.653
H: -11.870 -27.559 6.557
H: -10.989 -26.014 6.255
H: -10.743 -27.745 4.560
H: -9.384 -29.718 4.956
H: -10.613 -29.842 6.169
H: -9.019 -29.238 6.656
H: -8.333 -26.946 6.088
H: -8.306 -27.415 4.517
C: -5.338 -25.373 14.172
O: -6.481 -25.065 13.393
C: -7.431 -24.226 14.077
C: -8.672 -24.979 14.546
C: -9.707 -24.083 15.158
N: -8.348 -26.055 15.526
H: -5.580 -25.668 15.207
H: -4.633 -24.561 14.078
H: -4.870 -26.194 13.708
H: -6.874 -23.673 14.841
H: -7.930 -23.546 13.301
H: -9.064 -25.398 13.624
H: -10.413 -24.586 15.807
H: -10.217 -23.546 14.364
H: -9.180 -23.374 15.790
H: -9.201 -26.613 15.693
H: -7.762 -26.745 15.106
C: -18.264 -24.502 12.201
O: -16.916 -24.389 11.790
C: -16.118 -23.481 12.493
C: -14.667 -24.030 12.707
C: -13.777 -23.236 13.723
N: -14.031 -24.034 11.372
H: -18.788 -23.502 12.318
H: -18.229 -25.128 13.037
H: -18.819 -25.052 11.429
H: -16.062 -22.523 11.964
H: -16.601 -23.364 13.493
H: -14.833 -25.072 13.010
H: -12.767 -23.660 13.924
H: -14.210 -23.121 14.705
H: -13.596 -22.212 13.418
H: -14.652 -24.450 10.680
H: -13.775 -23.113 11.059
C: -10.213 -23.620 7.670
O: -10.023 -22.598 8.588
C: -9.852 -22.975 9.958
C: -9.469 -21.811 10.770
C: -8.015 -21.660 10.843
N: -10.071 -21.905 12.131
H: -9.372 -23.532 6.962
H: -11.165 -23.496 7.164
H: -10.199 -24.613 8.128
H: -10.821 -23.421 10.259
H: -9.103 -23.750 10.005
H: -9.967 -20.968 10.290
H: -7.532 -21.798 9.885
H: -7.476 -22.263 11.544
H: -7.835 -20.588 11.032
H: -11.029 -22.248 12.221
H: -9.840 -21.084 12.691
C: -9.926 -29.063 14.184
O: -10.875 -27.988 14.066
C: -11.966 -28.355 13.277
C: -12.706 -27.117 12.720
C: -13.849 -27.600 11.836
N: -11.768 -26.263 11.984
H: -10.335 -29.780 14.874
H: -8.925 -28.623 14.458
H: -9.727 -29.550 13.254
H: -11.618 -28.955 12.376
H: -12.691 -29.013 13.827
H: -13.133 -26.614 13.608
H: -14.606 -28.117 12.422
H: -13.513 -28.248 11.036
H: -14.274 -26.800 11.308
H: -12.333 -25.557 11.555
H: -11.191 -25.833 12.696
C: -4.988 -28.977 12.486
O: -6.209 -28.406 12.008
C: -6.466 -28.766 10.627
C: -7.672 -27.840 10.315
C: -7.291 -26.351 10.284
N: -8.723 -28.033 11.316
H: -4.869 -29.981 12.212
H: -5.003 -28.965 13.582
H: -4.153 -28.342 12.172
H: -5.695 -28.544 9.912
H: -6.840 -29.770 10.519
H: -7.999 -28.270 9.320
H: -6.605 -26.035 9.523
H: -6.928 -26.077 11.299
H: -8.235 -25.774 10.100
H: -8.284 -27.995 12.206
H: -9.397 -27.228 11.316
C: -3.648 -24.839 10.893
O: -3.703 -23.394 11.108
C: -4.211 -22.771 9.951
C: -3.828 -21.257 10.047
C: -4.233 -20.656 11.415
N: -4.446 -20.501 8.976
H: -2.793 -25.052 10.215
H: -4.614 -25.242 10.535
H: -3.480 -25.197 11.899
H: -3.897 -23.271 9.136
H: -5.324 -22.908 10.001
H: -2.748 -21.114 10.040
H: -3.988 -21.286 12.276
H: -5.335 -20.621 11.450
H: -3.657 -19.710 11.570
H: -4.063 -20.790 8.062
H: -4.229 -19.528 9.094
C: -10.744 -19.593 5.226
O: -9.504 -19.367 4.619
C: -8.383 -19.819 5.451
C: -7.179 -19.649 4.579
C: -7.058 -18.212 4.125
N: -7.366 -20.524 3.414
H: -10.699 -19.345 6.309
H: -11.144 -20.600 5.106
H: -11.518 -19.005 4.674
H: -8.518 -19.369 6.426
H: -8.515 -20.922 5.560
H: -6.274 -19.938 5.133
H: -8.058 -17.808 3.924
H: -6.324 -18.093 3.309
H: -6.743 -17.629 5.021
H: -8.357 -20.543 3.235
H: -6.873 -20.163 2.621
C: -5.997 -27.305 6.031
O: -6.182 -25.930 5.549
C: -6.347 -25.051 6.674
C: -6.679 -23.695 6.142
C: -5.783 -23.136 5.094
N: -6.810 -22.716 7.254
H: -5.151 -27.336 6.693
H: -5.867 -28.019 5.217
H: -6.865 -27.539 6.725
H: -7.204 -25.398 7.303
H: -5.434 -24.952 7.218
H: -7.665 -23.842 5.669
H: -6.196 -22.347 4.482
H: -5.450 -23.950 4.411
H: -4.919 -22.691 5.613
H: -6.753 -21.782 6.843
H: -7.712 -22.820 7.672
C: -12.083 -23.385 4.582
O: -11.105 -22.910 3.723
C: -10.287 -24.003 3.298
C: -8.928 -23.493 3.035
C: -9.103 -22.527 1.844
N: -8.153 -24.739 2.665
H: -12.569 -24.264 4.100
H: -12.829 -22.604 4.791
H: -11.635 -23.654 5.500
H: -10.284 -24.769 4.079
H: -10.761 -24.549 2.422
H: -8.562 -22.945 3.886
H: -9.742 -22.969 1.030
H: -8.244 -22.139 1.352
H: -9.789 -21.769 2.222
H: -7.605 -25.094 3.416
H: -7.536 -24.549 1.908
C: -12.933 -19.546 9.895
C: -12.905 -20.626 8.750
O: -13.647 -21.787 9.063
H: -13.957 -19.087 9.965
H: -12.135 -18.751 9.809
H: -12.724 -20.037 10.833
H: -11.895 -20.979 8.491
H: -13.287 -20.171 7.762
H: -14.446 -21.892 8.548

energy	-90714.04841	eV
2S+1	1
frontier orbital gap	9.35	eV
SMILES string	COC[C@H](C)N.COC[C@H](C)N.COC[C@H](C)N.COC[C@H](C)N.COC[C@H](C)N.COC[C@H](C)N.COC[C@H](C)N.COC[C@H](C)N.COC[C@H](C)N.COC[C@H](C)N.COC[C@H](C)N.CCO
lowest unoccupied orbital energy	0.588	eV